No. 1
Formula: C7H10OSi
Source: the OMol25 dataset
Level of theory: ωB97M-V/def2-TZVPD

Structure (XYZ):
```
19
Properties=species:S:1:pos:R:3:forces:R:3:mulliken_charge:R:1
C 0.4838 0.3197 -2.9262 -1.261 -1.572 -0.958 -0.612
C -0.2706 -0.3030 -1.9902 0.354 1.630 0.521 -0.216
Si 0.1725 0.1172 -0.1580 0.250 1.203 -0.253 0.432
C 0.6680 2.2688 -0.3382 0.136 -1.582 -1.325 -0.197
O -0.2139 2.9327 -0.8309 0.421 -0.399 0.858 -0.417
C 1.0893 -1.3111 0.8726 -3.446 0.444 -0.915 -0.873
C 0.1993 -1.2262 2.1151 3.484 -3.321 2.313 -0.093
C -0.8287 -0.4575 2.2174 -3.571 1.064 2.015 -0.467
C -1.3479 0.1448 0.9731 -1.167 -0.214 -1.109 -0.519
H 0.2070 0.1880 -4.0156 0.424 0.484 1.257 0.212
H 1.4059 0.8588 -2.7125 -0.196 -0.148 0.017 0.215
H -1.2909 -0.6940 -2.2306 1.197 -0.027 0.009 0.309
H 1.7208 2.6994 -0.3296 -0.649 -0.247 0.511 0.348
H 2.0584 -1.4620 1.2150 2.039 0.439 0.053 0.511
H 0.8462 -2.2281 0.2801 0.028 0.469 0.340 0.261
H 0.5579 -1.9044 3.0111 -0.802 1.504 -1.681 0.224
H -1.5539 -0.3756 3.1292 1.820 -0.355 -1.419 0.274
H -2.0404 -0.7066 0.5662 0.557 1.952 0.405 0.243
H -1.8630 1.1389 1.1520 0.384 -1.326 -0.640 0.367
```
Positions in Å, forces in eV/Å.

Results
- E_LUMO: 0.567 eV
- Energy relative to the best compared isomer or geometry (same formula, charge and spin): 205.50 kJ/mol
- E_tot: -17342.9228 eV
- SMILES: C=C[Si]1(C=O)CC=CC1
- Orbital gap: 9.1340 eV
- Largest force on an atom: 5.34 eV/A


No. 2
Formula: C7H10S
Source: the OMol25 dataset
Level of theory: ωB97M-V/def2-TZVPD

Structure (XYZ):
```
18
Properties=species:S:1:pos:R:3:forces:R:3:mulliken_charge:R:1
C 0.5416 1.8528 0.2884 2.321 -1.142 0.883 -0.678
C 1.7127 1.2511 -0.1330 -2.067 0.827 -0.196 -0.270
C 2.1109 -0.1379 0.1190 -1.807 1.296 0.641 0.309
S 3.5155 -0.6131 -0.4417 1.433 -1.031 -0.343 -0.292
C 1.1544 -0.9073 0.9432 0.724 -1.266 -0.345 -0.287
C -0.0724 -1.2095 0.5033 -1.804 -0.312 -0.420 -0.521
C -0.9400 -0.8685 -0.7785 2.201 1.965 1.481 -0.424
C -2.2744 -0.1299 -0.3925 -2.139 -1.173 2.802 -0.948
H -0.1525 1.3295 1.0181 0.934 0.863 -1.245 0.227
H 0.5070 2.9317 0.1503 -0.603 -0.244 -0.210 0.305
H 2.4257 1.7174 -0.8187 -0.366 0.473 0.412 0.323
H 1.6658 -1.3847 1.8300 -1.195 0.489 -0.822 0.325
H -0.7409 -1.8056 1.0992 0.321 -0.479 0.848 0.353
H -1.0904 -1.7510 -1.3638 -0.453 -0.770 0.009 0.416
H -0.2247 -0.2890 -1.3893 -0.884 0.360 -0.078 0.341
H -2.2469 0.5611 0.6617 0.267 -1.818 -3.216 0.232
H -2.7420 0.4511 -1.2255 0.607 -0.402 0.771 0.318
H -3.1493 -0.9983 -0.0705 2.509 2.361 -0.973 0.271
```
Positions in Å, forces in eV/Å.

Results
- E_LUMO: -0.682 eV
- Energy relative to the best compared isomer or geometry (same formula, charge and spin): 303.35 kJ/mol
- E_tot: -18253.0717 eV
- SMILES: C=CC(=S)/C=C\CC
- Orbital gap: 7.9597 eV
- Largest force on an atom: 3.72 eV/A


No. 3
Formula: C7H10Si
Source: the OMol25 dataset
Level of theory: ωB97M-V/def2-TZVPD

Structure (XYZ):
```
18
Properties=species:S:1:pos:R:3:forces:R:3:mulliken_charge:R:1
C -2.2330 -1.0434 3.3306 -2.948 -2.537 4.455 -0.008
C -2.4275 -0.1943 -1.6479 -2.651 -1.799 -2.191 0.286
C -1.4670 -0.5820 2.5665 3.157 3.739 -5.180 -0.815
C -1.8486 0.4946 -0.8610 0.770 0.786 1.028 -0.600
C 2.0392 1.1921 -0.9059 0.224 -0.482 1.607 -1.296
C 0.7945 -1.1544 -0.6835 -0.257 -0.164 3.686 -1.528
C 1.0314 0.2263 -0.0616 -0.147 1.764 -2.825 0.308
Si -0.6526 1.0624 0.3797 1.054 -3.460 1.157 0.466
H -2.7240 -1.5279 4.2078 0.544 0.743 -1.513 0.349
H -3.1340 -0.8005 -2.3320 1.840 1.416 1.537 0.323
H 2.5711 0.7789 -1.7435 0.242 -1.217 -0.082 0.354
H 1.6291 2.0156 -1.3925 -1.270 1.780 -0.449 0.395
H 2.8129 1.5844 -0.1888 -0.762 -0.285 -0.735 0.299
H 0.1431 -1.3283 -1.5012 -0.459 0.281 -0.706 0.385
H 0.4597 -1.7186 0.2426 -0.342 0.098 -1.304 0.347
H 1.7553 -1.5516 -0.7881 1.513 -0.823 -0.999 0.466
H 1.7463 0.1015 0.6911 -0.054 -0.664 2.106 0.356
H -0.4959 2.4454 0.6877 -0.453 0.826 0.408 -0.087
```
Positions in Å, forces in eV/Å.

Results
- E_LUMO: -0.850 eV
- Energy relative to the best compared isomer or geometry (same formula, charge and spin): 477.89 kJ/mol
- E_tot: -15291.0199 eV
- Orbital gap: 8.4163 eV
- Largest force on an atom: 7.13 eV/A


No. 4
Formula: C7H11B
Source: the OMol25 dataset
Level of theory: ωB97M-V/def2-TZVPD

Structure (XYZ):
```
19
Properties=species:S:1:pos:R:3:forces:R:3:mulliken_charge:R:1
B 0.3602 -0.1594 -1.1811 1.561 -0.559 0.114 0.096
C -0.6072 -1.0524 -0.4611 0.337 -1.180 -6.326 -0.451
C -0.9481 -1.2449 0.8302 2.284 2.658 5.929 -0.207
C -0.6678 2.0670 -0.6591 -3.484 4.242 0.215 -0.499
C -0.7408 -0.2691 3.1267 -1.134 0.206 3.968 -0.987
C 0.2960 1.3700 -1.1617 3.004 -0.949 -0.070 -0.184
C -0.3086 -0.5404 1.8840 0.189 -0.271 -5.918 0.143
C 1.6663 -0.7762 -1.9128 -1.828 -0.802 -0.805 -1.156
H -1.0416 -1.7767 -1.2455 0.606 0.552 1.364 0.204
H -1.6336 -1.9321 1.0761 -2.797 -2.321 0.942 0.523
H -1.7023 1.7536 -0.2720 1.855 -0.036 -0.660 0.252
H -0.5985 3.2218 -0.8182 -0.186 -1.947 0.866 0.208
H -1.5224 -0.8718 3.6090 0.331 0.479 -0.109 0.302
H -0.2742 0.5680 3.6673 -0.437 -0.640 -0.076 0.290
H 1.2657 1.8949 -1.3932 -1.212 -0.223 -0.282 0.170
H 0.4367 0.1741 1.5060 0.070 -0.440 0.116 0.215
H 1.5974 -0.4415 -2.9490 -0.621 -0.574 -0.753 0.385
H 1.9516 -1.8547 -1.8807 -0.347 0.979 0.121 0.280
H 2.4713 -0.1302 -1.7648 1.810 0.828 1.363 0.415
```
Positions in Å, forces in eV/Å.

Results
- E_LUMO (alpha / beta): 0.624 / -2.256 eV
- Energy relative to the best compared isomer or geometry (same formula, charge and spin): 17.29 kJ/mol
- E_tot: -8107.7734 eV
- 2S+1: 3
- Expectation value of S²: 2.011
- Orbital gap (alpha / beta): 6.1913 / 7.8269 eV
- Largest force on an atom: 6.89 eV/A